{
  "formula": "C30H80F3N7O10S",
  "method": "the ωB97M-V functional and the def2-TZVPD basis",
  "species": ["S", "F", "F", "F", "O", "O", "O", "O", "O", "O", "O", "O", "O", "O", "N", "N", "N", "N", "N", "N", "N", "C", "C", "C", "C", "C", "C", "C", "C", "C", "C", "C", "C", "C", "C", "C", "C", "C", "C", "C", "C", "C", "C", "C", "C", "C", "C", "C", "C", "C", "C", "H", "H", "H", "H", "H", "H", "H", "H", "H", "H", "H", "H", "H", "H", "H", "H", "H", "H", "H", "H", "H", "H", "H", "H", "H", "H", "H", "H", "H", "H", "H", "H", "H", "H", "H", "H", "H", "H", "H", "H", "H", "H", "H", "H", "H", "H", "H", "H", "H", "H", "H", "H", "H", "H", "H", "H", "H", "H", "H", "H", "H", "H", "H", "H", "H", "H", "H", "H", "H", "H", "H", "H", "H", "H", "H", "H", "H", "H", "H", "H"],
  "xyz": [[-0.2105, -1.6858, 0.7036], [-1.8830, -1.3149, -1.4155], [-0.4985, 0.3363, -1.0811], [-2.3115, -0.0494, 0.2786], [1.0658, -2.5305, 4.5299], [0.6301, -2.4080, -0.2439], [1.4254, 4.3494, 1.4005], [1.9607, -4.8480, -5.4102], [-1.1391, -2.4657, 1.4043], [-6.8207, 1.1723, -2.2546], [-3.6305, -6.0374, 0.9745], [0.5679, -0.8625, 1.6132], [4.8684, -2.9713, -1.7050], [-3.7015, -0.7162, 3.8465], [-4.2320, 1.9066, -3.8143], [-1.6517, 1.5173, 4.4228], [4.7163, -0.1870, -0.5144], [-2.4907, -4.6125, 2.6474], [0.7465, 4.9597, -1.5744], [2.8215, -1.2344, 4.1548], [0.3668, -3.1762, -4.5815], [2.2448, 5.1738, -1.8301], [-5.1531, 1.1049, -4.7983], [1.0660, 3.3546, 0.4982], [5.8156, -0.8752, -1.3846], [3.7503, 0.5960, -1.4018], [0.6729, -3.4177, -3.0982], [1.6771, -3.6337, -5.3191], [3.2260, -1.0550, 5.6500], [-1.0209, 1.3407, 3.0262], [-1.8775, 0.1513, 5.0963], [0.0260, 6.1225, -0.8523], [2.5273, -2.6123, -6.0494], [-2.5569, -5.5563, 1.4059], [-3.0489, 2.1548, 4.2193], [-3.4036, 0.9578, -3.0510], [-3.2951, 2.8266, -4.6295], [-1.2933, -0.5454, -0.4300], [0.3382, 3.6566, -0.8269], [5.4833, 0.7870, 0.4667], [-5.1013, 2.7800, -2.8336], [3.8751, -1.2050, 0.2955], [-1.3134, -5.7750, 0.6510], [-5.9465, 2.1689, -1.7518], [-2.4254, -1.0125, 4.2674], [0.1340, 5.0329, -3.0527], [5.2419, -1.8199, -2.4678], [2.6199, -3.4637, 2.8712], [-0.7995, 2.3480, 5.4335], [-1.8984, -5.1365, 3.9319], [2.0948, -2.5034, 3.9015], [3.2122, -0.5405, 0.8497], [2.3859, -0.4041, 3.7794], [-0.2782, -3.0370, -2.7259], [-4.1682, 0.4098, -2.5004], [0.8369, -4.4830, -2.9359], [-0.0629, -2.2810, -4.7661], [-1.8873, -3.8519, 2.3688], [-2.6358, 3.3930, -3.9719], [2.6162, 4.3064, -2.3758], [3.4190, -2.3167, -5.4965], [-0.9308, 2.3009, 2.5182], [-4.1796, -1.5462, 3.7825], [4.5186, -1.7683, 0.9713], [0.6024, 6.4067, 0.0282], [3.2977, -0.2130, -1.9751], [-3.6993, 1.7956, 3.4218], [-0.9716, 5.8091, -0.5448], [3.7054, -1.2565, 3.6666], [-1.2646, 2.3602, 6.4192], [-7.3039, 1.5907, -2.9708], [-2.8095, 1.4532, -2.2830], [-2.9069, 3.2247, 4.0668], [3.1980, -1.9037, -0.1959], [-1.9130, -4.2722, 4.5959], [3.1290, 1.2121, -0.7518], [-2.5920, -5.9303, 4.2093], [3.8237, -0.1439, 5.6218], [-5.5483, 3.5690, -3.4383], [-5.6832, 0.3350, -4.2375], [2.9009, -3.0934, -6.9533], [0.3983, 2.8407, -1.5472], [4.4791, -1.4280, -3.1406], [2.3937, 6.0331, -2.4838], [-4.3314, 3.3488, -2.3122], [3.8844, -1.8617, 5.9720], [-0.8915, -0.2584, 5.3157], [0.2067, 2.0314, 5.7082], [-0.4582, -5.7939, 1.3265], [5.9336, 1.4614, -0.2616], [-4.4473, 0.6507, -5.4937], [2.2918, -0.9511, 6.2018], [1.7912, 3.8779, 2.1525], [0.4726, 4.0658, -3.4243], [-0.7764, 3.3076, 4.9170], [5.9452, -2.1879, -3.2148], [2.0405, 2.9394, 0.2413], [2.7695, 5.2474, -0.8775], [6.3002, 0.2748, 0.9751], [-1.6929, -1.2907, 3.5096], [-3.9693, 3.5163, -5.1372], [-0.0626, 0.8743, 3.2551], [1.4831, -2.7314, -2.8519], [-3.5921, 1.9823, 5.1485], [-2.8291, 2.2698, -5.4424], [-0.7243, 3.8004, -0.6309], [6.5606, -1.3282, -0.7306], [-6.5035, 2.9226, -1.1952], [4.7008, 1.1809, 1.1152], [4.4298, 1.2299, -1.9715], [-1.2094, -4.9093, -0.0031], [0.4038, 5.9348, -3.6021], [-0.3882, -3.8083, -4.8065], [-2.5530, 0.3270, 5.9335], [-5.8901, 1.7032, -5.3340], [-2.8717, 0.2821, -3.7208], [-0.8910, -5.4489, 3.6567], [2.3895, -3.0959, 1.8713], [3.6808, -3.6864, 2.9848], [-3.3538, -4.1532, 2.9006], [2.1152, -4.4274, 2.9386], [-5.2650, 1.6879, -1.0501], [6.3004, -0.0396, -1.8895], [-2.4916, -1.8397, 4.9742], [0.1399, 6.9210, -1.5855], [-0.9520, 5.0520, -2.9615], [4.5512, -3.6743, -2.2765], [0.6076, 2.5980, 1.1350], [-1.4387, -6.7086, 0.1026], [1.9931, -1.7099, -6.3465], [-1.7493, 0.7600, 2.4602]],
  "forces_ev_per_angstrom": [[3.225, 0.736, -1.634], [0.623, 0.787, 0.781], [-1.098, 0.304, 0.727], [0.635, 1.003, -0.579], [1.029, -0.724, -0.997], [-0.773, 0.680, 0.017], [-0.846, 1.799, -0.119], [-2.408, 5.455, 1.639], [-2.818, -1.666, 1.070], [0.838, 0.442, 1.287], [4.130, 2.808, 3.081], [-0.068, 1.048, -0.405], [-0.970, 0.335, -0.030], [-0.904, 0.037, -1.185], [-1.161, 0.571, -0.497], [-0.872, -1.028, -0.339], [0.321, -1.511, 0.703], [0.265, -0.100, -0.559], [-1.191, 0.845, -0.885], [2.613, -0.338, 0.526], [1.311, -2.044, 0.225], [-0.475, -0.582, 0.702], [0.989, 0.309, 0.485], [1.963, -1.310, -0.212], [-0.767, 0.980, -1.410], [2.064, -0.773, 0.896], [-1.446, 1.421, -0.908], [2.274, -4.573, -2.841], [-0.233, 0.743, -0.753], [-0.516, 0.288, 1.972], [0.432, -0.704, -0.899], [2.067, 0.063, -0.208], [-0.557, 0.360, 0.203], [-5.349, -2.430, -2.282], [0.466, 0.824, 1.195], [-1.364, -0.679, 0.842], [-1.858, 0.457, -0.217], [0.641, -2.731, -0.010], [-0.338, 1.467, -0.139], [-0.919, -1.201, -1.905], [1.960, 1.634, -2.102], [0.281, 1.283, 0.651], [0.621, 0.286, 0.846], [1.434, -2.201, 0.089], [0.604, 0.644, 1.142], [-0.120, -1.636, 2.081], [0.826, -1.390, 0.949], [-0.039, -0.285, 0.442], [-0.972, 0.541, -1.043], [-0.505, -0.288, -0.956], [-2.853, -0.072, 0.589], [-0.062, -0.085, 0.413], [-0.927, 0.071, 0.082], [0.408, -0.414, 1.214], [0.489, -0.784, 0.094], [0.123, 0.285, -0.013], [0.816, 0.739, -0.203], [0.425, 0.537, -0.578], [0.055, -0.408, -0.040], [-0.136, -0.101, 0.035], [-0.074, -0.111, 0.282], [0.141, 0.157, 0.463], [-0.535, 0.178, -0.042], [0.178, 0.130, -0.200], [-0.055, -0.150, 0.058], [-0.552, 0.795, -0.138], [0.842, -0.725, -0.135], [0.074, 0.292, -0.513], [0.594, -0.139, -0.335], [-0.715, 0.312, -0.364], [-1.503, 0.249, -1.308], [0.346, 0.186, -0.502], [0.093, -0.009, 0.177], [0.608, 0.296, -0.880], [0.185, -0.438, 0.280], [-0.299, -0.345, -0.220], [0.598, -0.122, 0.615], [-0.191, 0.074, 0.419], [-0.584, -0.357, -0.248], [0.197, -0.204, 0.152], [-0.109, -0.179, 0.032], [0.487, -0.188, 0.303], [-0.623, 0.458, 0.551], [-0.139, 0.160, 0.414], [-0.085, 0.027, 0.514], [-0.408, -0.229, -0.125], [0.148, 0.559, 0.867], [0.069, -0.753, -1.034], [0.240, -0.167, -0.221], [-0.103, 0.599, 0.609], [-0.377, -0.177, -0.109], [0.392, -0.160, 0.151], [0.181, 0.442, 0.273], [-0.046, 0.439, -0.892], [0.177, 0.286, 0.742], [0.976, 0.663, 0.330], [0.073, -0.638, -0.697], [-0.084, 0.284, -0.097], [-0.352, -0.203, 0.116], [-0.168, -0.009, -0.510], [0.144, 0.287, -0.015], [-0.151, -0.145, -0.789], [-0.007, -0.447, 0.316], [0.012, 0.300, -0.040], [0.276, -0.266, 0.489], [-0.044, 0.068, -0.054], [-0.379, -0.339, -0.026], [-0.692, 0.654, 0.014], [0.468, 0.338, 0.001], [-0.501, 0.078, -0.456], [0.165, -0.052, -0.219], [0.619, -0.245, 0.269], [-0.103, -0.920, -0.490], [0.507, 0.034, 0.214], [0.359, 0.507, 0.072], [0.100, 0.277, 0.182], [-0.135, -0.274, 0.632], [0.163, 0.348, -0.046], [0.139, 0.271, -0.053], [-0.941, -0.477, -0.493], [-0.158, 0.160, 0.363], [-0.577, -0.332, 0.346], [0.150, 0.072, 0.034], [0.426, -0.101, 0.302], [-0.777, 0.319, 0.423], [0.003, -0.130, 0.169], [0.229, -0.273, -0.150], [-0.871, -0.536, -1.043], [0.191, 0.176, -0.004], [-0.118, -0.009, 0.118], [0.523, -0.349, 0.120]],
  "e_homo_ev": [-24.4, -24.4],
  "spin_multiplicity": 2,
  "charge": 7,
  "lumo_ev": [-15.3, -22.3],
  "gap_ev": [9.12, 2.13],
  "s_squared": 0.75
}